# 1
# C16H23F7O8

A cluster of 3 separate species, C16H23F7O8 in total in a non-equilibrium geometry (ωB97M-V/def2-TZVPD, the OMol25 dataset).

Positions of all 54 atoms, in Å:
C: 0.42733 4.47385 -0.40562
C: 1.21377 3.29992 -1.21648
O: 0.62897 1.99022 -1.00957
C: -0.04325 1.51468 -2.21044
C: -1.39812 0.79088 -1.68860
O: -0.87093 -0.09207 -0.65050
C: -1.80980 0.06514 0.43675
O: -2.32436 -0.79072 1.16456
O: -2.03343 1.47199 0.49180
C: -2.19143 1.92010 -0.87724
C: -3.76636 2.11212 -1.09512
C: -4.00294 3.04271 -2.39042
F: -4.23959 2.89938 0.03876
H: 1.21157 5.27074 -0.15798
H: -0.03502 4.05920 0.56446
H: -0.40964 4.88110 -1.07044
H: 2.27883 3.24930 -0.77642
H: 1.34600 3.58313 -2.32315
H: -0.32424 2.37782 -2.92458
H: 0.62208 0.79459 -2.82206
H: -1.95226 0.09762 -2.40271
H: -1.76795 2.95219 -1.10430
H: -4.36517 1.14376 -1.15907
H: -3.03195 3.27153 -2.95840
H: -4.42885 4.06197 -2.07612
H: -4.69726 2.47696 -3.09936
C: 2.03037 -3.05758 -0.47630
C: 0.85657 -2.88095 -1.41968
O: 1.27427 -3.02885 -2.78769
C: 1.41696 -4.29475 -3.22824
O: 1.22072 -5.27330 -2.55574
C: 1.81706 -4.30596 -4.70084
F: 2.80665 -3.42996 -4.97377
F: 0.78248 -3.97685 -5.50412
F: 2.25210 -5.51013 -5.11163
H: 2.84102 -2.37392 -0.74107
H: 1.72845 -2.86641 0.55526
H: 2.43625 -4.07008 -0.53510
H: 0.45785 -1.86880 -1.31977
H: 0.04237 -3.57239 -1.18543
C: -0.85873 -1.47858 4.12267
C: -0.21894 -0.11428 4.28573
O: 0.91028 -0.18112 5.17164
C: 2.05733 -0.63660 4.63061
O: 2.17679 -0.97978 3.48263
C: 3.18135 -0.61314 5.66250
F: 2.80112 -1.12440 6.85168
F: 3.61210 0.64293 5.90605
F: 4.25845 -1.31817 5.27296
H: -1.11918 -1.89943 5.09739
H: -1.76141 -1.41062 3.51356
H: -0.17303 -2.18249 3.64564
H: -0.93512 0.57325 4.74138
H: 0.06988 0.31426 3.32192

Forces on the atoms, in the same order (eV/Å):
0.281 -0.877 -0.563
1.073 1.111 1.114
-0.507 0.773 -2.306
-0.702 -0.476 -0.706
2.003 0.798 0.055
-3.177 -0.320 1.647
-0.194 -0.278 0.534
2.468 3.283 -2.767
-0.221 -1.886 -0.401
-1.329 -0.269 0.002
0.339 1.410 -0.681
0.003 -0.483 -0.021
0.707 -1.470 -1.552
-1.389 -0.940 -0.383
0.845 0.586 -1.523
1.163 -0.288 1.066
-1.617 -0.024 -0.662
-0.403 -0.553 1.569
0.343 -1.197 1.168
-0.973 0.940 1.147
0.562 1.465 0.576
-0.136 -1.451 0.951
0.831 1.308 0.405
-1.256 -0.503 0.865
0.431 -1.745 -0.405
0.832 1.128 0.873
0.260 -0.235 -0.133
-0.105 0.254 0.875
0.106 -0.717 -0.985
-0.609 0.392 1.834
0.275 0.366 -0.960
0.699 -0.152 -1.812
-0.350 -0.176 0.465
0.051 -0.039 0.600
-0.313 0.387 0.635
-0.149 0.076 0.076
-0.016 0.046 -0.093
-0.133 0.035 0.057
0.129 -0.179 -0.334
0.185 -0.080 -0.207
0.154 -0.301 0.077
-0.767 -0.085 -0.430
1.193 -0.090 0.105
-1.648 0.218 -1.066
0.484 0.121 0.910
1.463 -0.165 1.322
-0.234 0.121 -0.568
-0.440 -0.237 -0.377
-0.720 0.237 -0.262
-0.053 0.145 -0.035
0.100 0.059 0.045
-0.061 0.123 -0.072
0.323 -0.030 0.188
0.195 -0.135 0.141

Results
Spin multiplicity: 1
SMILES string: CCOC[C@H]1OC(=O)O[C@@H]1[C@H](C)F.CCOC(=O)C(F)(F)F.CCOC(=O)C(F)(F)F
LUMO energy (Ha): 0.0140
Frontier orbital gap (eV): 10.82

# 2
# C16H23MoN2O4

A structure of composition C16H23MoN2O4 (ωB97M-V/def2-TZVPD, the OMol25 dataset).

Positions of all 46 atoms, in Å:
Mo: 0.00977 0.37223 0.73439
O: 3.71231 1.02037 -0.66879
C: 2.52689 1.02230 -0.78579
O: 1.73436 0.20457 -0.03291
C: 1.75767 1.87956 -1.73919
C: 0.45987 1.55147 -2.12073
C: -0.25273 2.36277 -2.99023
C: 0.34148 3.51774 -3.48055
C: 1.64055 3.84822 -3.10684
C: 2.35440 3.02902 -2.24656
H: 0.01164 0.61416 -1.78767
H: -1.25327 2.09051 -3.30099
H: -0.20220 4.15634 -4.16405
H: 2.09853 4.74817 -3.49454
H: 3.36776 3.26736 -1.95335
C: -4.64699 -1.32338 -1.32894
N: -4.15626 0.00726 -0.92572
C: -5.09288 1.14063 -0.95110
C: -2.95375 0.14689 -0.49228
N: -1.86494 0.27214 -0.10018
H: -5.03228 -1.26448 -2.34486
H: -5.43717 -1.63386 -0.64740
H: -3.82811 -2.03581 -1.29074
H: -5.47602 1.25821 -1.96309
H: -4.57240 2.04675 -0.65399
H: -5.91435 0.94470 -0.26407
C: -0.43726 0.86671 4.40625
C: 0.28363 -0.31378 3.78648
C: -0.14831 -1.63491 4.38990
C: 1.79068 -0.15034 3.79783
O: -0.14903 -0.39465 2.37173
H: -0.17522 0.94610 5.46191
H: -1.51846 0.74346 4.33387
H: -0.14312 1.79726 3.92058
H: 0.11480 -1.65692 5.44793
H: 0.35380 -2.46600 3.89595
H: -1.22666 -1.76664 4.30220
H: 2.14587 -0.18571 4.82841
H: 2.09300 0.79850 3.35906
H: 2.26975 -0.96327 3.25025
C: -1.02489 3.51471 0.63123
C: -0.11448 2.42238 1.09051
O: 0.81384 2.56278 1.85257
H: -0.65399 4.48568 0.95494
H: -2.01272 3.33813 1.06600
H: -1.12696 3.48059 -0.45416

Forces on the atoms, in the same order (eV/Å):
0.279 0.217 0.616
-0.067 0.067 -0.030
0.018 -0.021 0.118
-0.083 -0.071 -0.147
-0.022 0.024 -0.038
-0.023 -0.128 0.144
0.069 0.085 -0.006
0.028 -0.003 0.030
-0.038 0.003 -0.020
-0.046 -0.031 0.006
0.084 0.042 -0.170
0.004 -0.016 -0.003
0.007 0.005 0.001
0.000 -0.003 0.001
0.005 -0.005 0.005
0.013 0.093 0.036
0.011 -0.103 -0.052
0.055 -0.024 -0.015
-0.011 0.065 0.076
-0.181 -0.098 -0.097
-0.006 -0.006 -0.004
-0.009 -0.021 -0.016
-0.014 -0.019 -0.003
-0.015 0.006 0.005
-0.019 0.008 0.010
-0.008 0.014 0.002
0.032 0.108 0.087
-0.113 0.116 -0.255
-0.008 -0.042 0.074
0.053 -0.086 0.029
0.033 -0.079 -0.204
-0.003 -0.034 0.002
-0.004 -0.025 -0.011
-0.017 -0.057 0.055
0.002 0.014 -0.004
-0.006 -0.001 -0.013
0.001 0.002 -0.006
0.008 0.035 -0.012
-0.014 0.059 -0.017
-0.021 0.003 0.004
-0.022 -0.008 0.016
-0.122 -0.020 -0.087
0.127 -0.081 -0.088
0.011 0.003 -0.008
0.008 0.002 -0.004
0.022 0.011 -0.006

Results
Total charge: +1
Energy relative to the best compared isomer or geometry (same formula, charge and spin) (kcal per mole): 9.9
Spin multiplicity: 3
LUMO energy (alpha / beta) (Ha): -0.1308 / -0.1544
Frontier orbital gap (alpha / beta) (eV): 8.26 / 7.88

# 3
# C16H23N3O2

An isolated molecule of C16H23N3O2 (ωB97M-V/def2-TZVPD, the OMol25 dataset).

Positions of all 44 atoms, in Å:
C: 4.58835 -1.80039 -2.53999
C: 3.81056 -1.06922 -3.62804
C: 2.58630 -0.32815 -3.09335
C: 2.95664 0.82033 -2.15761
H: 3.38092 0.43712 -1.22559
H: 3.65870 1.50537 -2.63753
O: 1.81044 1.61788 -1.84493
C: 1.01403 1.17575 -0.87220
O: 1.19057 0.16918 -0.24162
C: -0.15519 2.13097 -0.65992
N: -1.18256 1.51235 0.11744
C: -1.92356 0.40674 -0.23667
C: -2.07774 -0.24314 -1.44339
C: -2.94141 -1.33067 -1.47986
C: -3.62442 -1.74575 -0.34798
C: -3.46839 -1.09777 0.87117
C: -2.60830 -0.01893 0.91601
N: -2.24706 0.82556 1.94691
C: -1.32940 1.75412 1.46972
N: -0.72161 2.71277 2.03719
H: -0.91173 2.81637 3.02522
C: -2.59690 0.63013 3.32757
C: -1.81513 -0.52342 3.96847
C: -0.31509 -0.25806 3.99365
H: 0.20742 -1.09396 4.45226
H: 0.07095 -0.12833 2.98501
H: -0.09206 0.64074 4.56520
H: -2.18546 -0.66535 4.98596
H: -2.01069 -1.43781 3.40510
H: -3.67233 0.43128 3.38819
H: -2.39311 1.56114 3.86532
H: -4.00323 -1.43227 1.74650
H: -4.28966 -2.59373 -0.41043
H: -3.08118 -1.86202 -2.40909
H: -1.54398 0.07507 -2.32546
H: -0.53331 2.46857 -1.62884
H: 0.19648 2.99314 -0.08339
H: 2.01924 0.08488 -3.93128
H: 1.93993 -1.02407 -2.55471
H: 4.46936 -0.36112 -4.13593
H: 3.47097 -1.79534 -4.36955
H: 5.37491 -2.40644 -2.98354
H: 5.05024 -1.09943 -1.85004
H: 3.92749 -2.45410 -1.97597

Forces on the atoms, in the same order (eV/Å):
-0.024 0.087 -0.222
-0.143 -0.026 0.177
0.103 0.231 0.033
0.209 -0.486 -0.053
0.016 0.117 -0.123
-0.050 -0.054 0.065
-0.130 0.336 -0.151
-0.183 0.011 0.180
0.041 -0.024 0.011
0.056 -0.094 0.012
-0.010 -0.091 -0.084
-0.386 -0.410 -0.007
0.114 0.200 0.206
-0.129 -0.171 -0.028
-0.040 -0.129 -0.196
0.128 0.226 0.148
-0.032 -0.256 -0.577
0.241 0.253 -0.219
-0.146 0.323 0.350
0.354 0.385 0.303
-0.065 -0.150 -0.031
0.021 -0.229 0.339
0.053 0.258 -0.074
-0.188 -0.107 -0.012
0.103 -0.041 0.027
0.104 0.026 -0.066
0.079 0.096 0.048
-0.075 -0.061 -0.016
-0.079 -0.050 0.056
0.073 0.124 -0.005
-0.112 -0.072 -0.063
-0.036 -0.028 0.109
-0.050 -0.067 -0.012
-0.014 -0.046 -0.071
0.066 0.044 -0.107
0.046 0.011 0.100
-0.014 -0.062 -0.173
-0.050 0.010 0.027
-0.053 0.008 -0.019
0.010 -0.008 -0.115
0.046 0.062 -0.069
0.104 -0.066 0.049
0.082 0.014 0.139
-0.041 -0.091 0.113

Results
Energy relative to the best compared isomer or geometry (same formula, charge and spin) (kcal per mole): 9.9
Spin multiplicity: 1
SMILES string: [H]/N=c1\n(CCC)c2ccccc2n1CC(=O)OCCCC
LUMO energy (Ha): 0.0333
Frontier orbital gap (eV): 8.34